[1]
The following is a quantum chemistry calculation of 18 unconnected molecules or ions with the total composition C46H128O18 in a non-equilibrium geometry, from the Open Molecules 2025 dataset.

Its total charge is 0. For the largest force on an atom, the calculation gives 2.78 eV Å⁻¹. The orbital gap is 9.344 eV. Its spin multiplicity is 1. The relative energy (zero: lowest compared OMol25 entry of this formula, charge and spin) is 0.0 kcal/mol.

Each line ends with the Löwdin charge.
CARTESIAN COORDINATES (ANGSTROEM)
C -0.99 0.01 4.00  -0.04
C -0.11 1.23 4.28  -0.45
C 1.31 0.96 4.80  -0.02
O 0.02 1.92 3.07  -0.06
H -0.60 -0.60 3.19  0.07
H -2.05 0.20 3.85  0.05
H -1.04 -0.70 4.83  0.06
H -0.64 1.82 5.02  0.12
H 1.92 0.33 4.15  0.06
H 1.20 0.45 5.76  0.08
H 1.90 1.87 4.84  0.08
H 0.41 2.78 3.26  0.04
C -1.47 4.02 -1.23  -0.05
C -2.83 3.63 -0.64  -0.47
C -2.96 3.96 0.87  -0.03
O -3.74 4.40 -1.38  -0.05
H -0.79 3.29 -0.79  0.06
H -1.17 5.05 -1.03  0.08
H -1.36 3.83 -2.30  0.06
H -2.97 2.57 -0.85  0.12
H -4.00 3.79 1.15  0.08
H -2.84 5.03 1.03  0.08
H -2.40 3.26 1.50  0.06
H -3.68 5.30 -1.05  0.08
C -2.50 -2.12 -3.01  -0.01
C -1.96 -3.37 -2.21  -0.50
C -2.42 -3.45 -0.76  -0.06
O -2.36 -4.54 -2.78  -0.03
H -1.97 -1.94 -3.94  0.05
H -2.55 -1.20 -2.42  0.05
H -3.48 -2.33 -3.44  0.09
H -0.87 -3.32 -2.10  0.11
H -2.00 -4.28 -0.19  0.08
H -3.50 -3.61 -0.70  0.08
H -2.25 -2.50 -0.26  0.06
H -3.31 -4.47 -2.84  0.09
C 7.96 0.75 -2.30  -0.06
C 6.51 0.77 -1.93  -0.50
C 5.92 -0.63 -1.68  -0.06
O 6.36 1.53 -0.73  -0.05
H 8.48 -0.04 -1.75  0.08
H 8.42 1.72 -2.08  0.08
H 8.12 0.57 -3.36  0.08
H 5.95 1.16 -2.78  0.12
H 6.47 -1.11 -0.87  0.08
H 6.00 -1.21 -2.59  0.07
H 4.86 -0.61 -1.42  0.06
H 5.59 1.22 -0.24  0.02
C 0.61 -5.37 3.79  -0.05
C 0.72 -4.46 4.99  -0.47
C 0.47 -2.99 4.68  -0.05
O -0.29 -4.76 5.97  -0.06
H 0.98 -6.37 4.02  0.08
H 1.16 -5.01 2.93  0.06
H -0.41 -5.59 3.48  0.08
H 1.63 -4.66 5.54  0.14
H 1.19 -2.57 3.97  0.07
H 0.35 -2.31 5.52  0.08
H -0.48 -2.96 4.14  0.06
H -1.14 -4.67 5.54  0.03
C 5.27 -3.13 2.17  -0.04
C 4.05 -2.52 2.95  -0.43
C 4.56 -1.42 3.91  -0.03
O 3.24 -1.86 1.97  -0.09
H 4.97 -3.99 1.58  0.06
H 6.00 -3.45 2.91  0.08
H 5.67 -2.37 1.50  0.08
H 3.62 -3.36 3.50  0.12
H 3.75 -1.04 4.53  0.07
H 4.96 -0.58 3.35  0.06
H 5.43 -1.81 4.45  0.08
H 3.01 -2.51 1.31  0.04
C 3.10 2.10 -2.15  -0.03
C 2.04 2.93 -2.95  -0.45
C 2.06 4.43 -2.74  -0.05
O 2.25 2.71 -4.34  -0.08
H 2.74 1.74 -1.18  0.06
H 3.88 2.82 -1.87  0.08
H 3.57 1.34 -2.76  0.07
H 1.04 2.52 -2.81  0.11
H 2.90 4.98 -3.16  0.09
H 2.00 4.60 -1.66  0.07
H 1.21 4.98 -3.15  0.05
H 1.90 1.86 -4.61  0.03
C -2.76 1.19 -3.75  -0.04
C -4.32 1.42 -3.76  -0.46
C -5.06 1.55 -5.12  -0.03
O -4.95 0.46 -2.95  -0.06
H -2.38 1.06 -2.73  0.05
H -2.21 2.08 -4.06  0.06
H -2.54 0.37 -4.43  0.06
H -4.42 2.37 -3.24  0.11
H -4.51 2.22 -5.78  0.07
H -6.01 2.05 -4.94  0.08
H -5.10 0.55 -5.57  0.08
H -4.53 0.40 -2.09  0.02
C -3.48 -2.53 3.47  -0.05
C -3.40 -2.96 4.92  -0.48
C -4.76 -2.89 5.71  -0.02
O -2.94 -4.25 4.94  -0.06
H -2.63 -2.90 2.90  0.08
H -3.68 -1.46 3.39  0.05
H -4.33 -2.96 2.94  0.08
H -2.59 -2.46 5.45  0.13
H -5.11 -1.88 5.93  0.06
H -4.77 -3.49 6.62  0.08
H -5.57 -3.31 5.11  0.07
H -3.59 -4.84 4.56  0.11
C -3.45 3.35 5.54  -0.04
C -4.05 2.21 4.68  -0.50
C -4.20 0.91 5.49  -0.05
O -5.31 2.66 4.30  -0.04
H -3.37 4.23 4.89  0.07
H -2.43 3.05 5.79  0.06
H -4.02 3.66 6.42  0.08
H -3.33 2.03 3.88  0.10
H -4.82 1.09 6.37  0.09
H -3.20 0.52 5.65  0.07
H -4.75 0.17 4.91  0.05
H -6.01 2.09 4.65  0.09
C -0.71 4.74 -5.35  -0.07
C 0.07 4.80 -6.64  -0.50
C -0.21 3.69 -7.61  -0.05
O -0.25 6.05 -7.24  -0.05
H -0.42 5.53 -4.66  0.07
H -0.45 3.78 -4.90  0.06
H -1.79 4.86 -5.40  0.08
H 1.12 4.74 -6.39  0.14
H -1.17 3.83 -8.11  0.08
H -0.31 2.73 -7.11  0.08
H 0.54 3.63 -8.40  0.08
H -1.19 6.09 -7.42  0.08
C 0.60 -1.92 -5.27  -0.04
C 0.84 -0.69 -4.37  -0.46
C 1.50 -1.07 -3.00  -0.01
O 1.70 0.15 -5.07  -0.05
H 0.10 -2.72 -4.73  0.07
H 1.55 -2.26 -5.69  0.08
H 0.01 -1.72 -6.16  0.08
H -0.11 -0.17 -4.24  0.12
H 0.83 -1.77 -2.50  0.05
H 1.64 -0.18 -2.39  0.05
H 2.44 -1.59 -3.17  0.07
H 2.48 -0.40 -5.18  0.11
C -4.76 0.39 1.71  -0.03
C -4.44 -0.65 0.58  -0.47
C -5.69 -1.22 -0.02  -0.05
O -3.82 0.02 -0.49  -0.08
H -5.24 -0.06 2.58  0.07
H -5.25 1.25 1.24  0.09
H -3.87 0.93 2.04  0.05
H -3.91 -1.49 1.04  0.10
H -5.49 -1.79 -0.92  0.08
H -6.40 -0.43 -0.25  0.09
H -6.10 -1.87 0.76  0.08
H -2.92 0.18 -0.19  0.06
C 4.75 -3.97 -2.91  -0.10
C 5.38 -4.24 -4.26  -0.34
O 4.38 -4.20 -5.21  -0.07
H 5.52 -3.89 -2.15  0.08
H 4.12 -4.78 -2.57  0.07
H 4.17 -3.04 -2.93  0.05
H 5.81 -5.24 -4.23  0.11
H 6.17 -3.53 -4.47  0.12
H 3.63 -4.78 -5.03  0.09
C 0.75 -0.49 0.66  -0.07
C -0.04 0.71 0.17  -0.29
O -1.26 0.78 0.89  -0.11
H 0.22 -1.43 0.56  0.08
H 0.98 -0.26 1.70  0.06
H 1.70 -0.53 0.12  0.06
H -0.20 0.79 -0.90  0.10
H 0.48 1.63 0.45  0.10
H -1.04 1.01 1.79  0.02
C 1.69 -4.37 -0.47  -0.10
O 2.85 -4.00 0.29  -0.15
H 0.94 -4.51 0.30  0.08
H 1.44 -3.54 -1.13  0.06
H 1.81 -5.25 -1.11  0.09
H 3.16 -4.79 0.73  0.08
C -0.01 5.18 3.03  -0.09
O 1.23 4.39 3.09  -0.14
H -0.31 5.22 1.98  0.07
H -0.89 4.74 3.49  0.07
H 0.16 6.17 3.46  0.08
H 1.94 4.94 2.73  0.09
C 3.84 1.58 1.68  -0.14
O 4.32 0.58 0.83  -0.14
H 2.77 1.64 1.87  0.07
H 4.34 1.49 2.64  0.08
H 4.09 2.54 1.21  0.09
H 4.15 -0.28 1.23  0.04

***

[2]
The following is a quantum chemistry calculation of a molecular structure, C46H28CdCl4N8 in a non-equilibrium geometry, from the Open Molecules 2025 dataset.

Its total charge is 0. For the largest force on an atom, the calculation gives 2.16 eV Å⁻¹. The orbital gap (alpha / beta) is 5.211 / 5.062 eV. Its spin multiplicity is 1.

Each line ends with the Löwdin charge.
CARTESIAN COORDINATES (ANGSTROEM)
Cd 11.67 12.84 12.71  1.34
Cl 14.27 18.74 18.66  0.70
C 13.40 17.71 17.64  -0.73
C 12.90 16.50 18.14  -0.10
C 12.25 15.65 17.27  -0.05
C 11.86 16.04 16.00  -0.18
C 12.38 17.27 15.50  -0.02
C 13.12 18.11 16.32  -0.10
C 11.06 15.17 15.14  -0.09
C 10.57 13.90 15.61  -0.27
C 9.93 13.64 16.86  -0.05
C 9.71 12.29 16.91  -0.02
C 10.21 11.72 15.66  -0.24
C 10.14 10.35 15.23  -0.05
C 9.58 9.37 16.19  -0.17
C 8.47 8.57 15.86  -0.04
C 7.89 7.73 16.78  -0.10
C 8.41 7.63 18.07  -0.67
Cl 7.81 6.40 19.12  0.66
C 9.43 8.48 18.46  -0.10
C 9.99 9.36 17.55  -0.04
C 10.34 9.89 13.91  -0.24
N 10.57 10.72 12.83  0.04
C 10.54 9.89 11.72  -0.27
C 10.80 10.37 10.42  -0.07
C 11.59 9.56 9.55  -0.17
C 12.36 8.48 10.04  -0.02
C 13.28 7.84 9.24  -0.10
C 13.32 8.11 7.87  -0.70
Cl 14.50 7.33 6.93  0.70
C 12.41 9.03 7.33  -0.09
C 11.60 9.77 8.16  -0.02
C 10.19 11.65 10.02  -0.22
C 9.43 11.89 8.81  -0.06
C 9.07 13.20 8.77  0.00
C 9.63 13.80 10.03  -0.22
N 10.31 12.83 10.72  0.03
C 9.48 15.14 10.49  -0.06
C 9.86 15.63 11.79  -0.22
C 9.51 16.94 12.34  -0.01
C 9.89 16.91 13.65  -0.05
C 10.51 15.63 13.90  -0.27
N 10.49 14.85 12.76  0.02
C 8.74 16.03 9.60  -0.21
C 7.45 15.68 9.17  -0.04
C 6.73 16.48 8.30  -0.09
C 7.22 17.75 7.97  -0.71
Cl 6.39 18.81 6.93  0.70
C 8.44 18.14 8.48  -0.11
C 9.20 17.31 9.31  -0.03
C 10.25 8.52 12.09  -0.03
C 10.20 8.49 13.47  0.00
N 10.74 12.73 14.90  0.03
H 13.10 16.23 19.15  0.10
H 11.94 14.68 17.69  0.11
H 12.15 17.52 14.44  0.12
H 13.42 19.11 16.04  0.10
H 9.72 14.42 17.60  0.11
H 9.15 11.70 17.66  0.11
H 8.04 8.57 14.84  0.13
H 7.07 7.08 16.51  0.10
H 9.80 8.39 19.47  0.11
H 10.80 10.02 17.85  0.12
H 12.36 8.24 11.12  0.12
H 13.95 7.13 9.64  0.09
H 12.40 9.17 6.25  0.11
H 11.00 10.57 7.67  0.11
H 9.13 11.07 8.14  0.11
H 8.48 13.70 7.99  0.11
H 8.92 17.72 11.85  0.11
H 9.73 17.71 14.38  0.11
H 7.01 14.74 9.53  0.13
H 5.78 16.14 7.88  0.11
H 8.73 19.17 8.30  0.10
H 10.14 17.70 9.67  0.12
H 10.27 7.68 11.40  0.11
H 10.00 7.66 14.15  0.10
N 15.25 14.53 15.55  0.21
C 16.13 14.21 14.61  -0.49
N 17.43 14.54 14.77  0.16
N 15.86 13.49 13.55  0.13
C 14.72 13.09 13.10  -0.35
N 13.83 12.65 12.49  0.03
H 15.40 15.15 16.34  0.12
H 14.27 14.41 15.31  0.11
H 17.76 15.33 15.34  0.13
H 17.98 14.40 13.94  0.11

***

[3]
The following is a quantum chemistry calculation of a molecular structure, C46H33AsBrIN2O4PdS in a non-equilibrium geometry, from the Open Molecules 2025 dataset.

Its total charge is 0. For the largest force on an atom, the calculation gives 3.86 eV Å⁻¹. The expectation value of S² is 2.035. The orbital gap (alpha / beta) is 5.116 / 5.313 eV. Its spin multiplicity is 3. The relative energy (zero: lowest compared OMol25 entry of this formula, charge and spin) is 13.6 kcal/mol.

Each line ends with the Löwdin spin population.
CARTESIAN COORDINATES (ANGSTROEM)
Pd 15.60 14.36 12.23  0.08
C 19.95 14.15 12.56  0.20
C 20.28 14.75 11.34  0.10
C 19.29 15.42 10.66  0.10
C 18.03 15.51 11.19  0.20
C 17.63 14.57 12.14  0.25
C 18.62 14.04 12.95  0.01
C 17.01 16.49 10.98  0.22
C 17.23 17.68 10.21  0.02
C 16.23 18.58 10.03  0.15
C 15.03 18.39 10.83  0.06
C 13.93 19.24 10.65  0.02
C 12.80 19.10 11.43  0.08
C 12.77 18.11 12.44  0.02
C 13.76 17.17 12.52  0.06
C 14.86 17.24 11.67  0.02
N 15.84 16.24 11.59  0.34
H 20.71 13.74 13.19  0.01
H 21.25 14.67 10.95  0.00
H 19.44 15.81 9.66  0.00
H 18.31 13.42 13.81  0.00
H 18.25 17.78 9.79  0.00
H 16.32 19.41 9.29  0.01
H 14.05 20.16 10.01  0.00
H 11.93 19.79 11.31  0.00
H 11.91 18.06 13.12  0.00
H 13.71 16.34 13.21  0.00
O 13.57 14.30 11.65  0.00
As 12.34 13.61 10.65  0.00
C 10.75 14.22 11.56  0.00
C 10.79 14.26 12.95  0.00
C 9.76 14.67 13.74  0.00
C 8.56 15.03 13.19  0.00
C 8.43 14.93 11.81  0.00
C 9.48 14.54 11.00  0.00
C 12.47 11.75 10.55  0.00
C 11.79 10.96 11.49  0.00
C 11.53 9.65 11.22  0.00
C 11.97 9.05 9.98  0.00
C 12.69 9.84 9.07  0.00
C 12.98 11.21 9.42  0.00
C 12.19 14.49 8.94  0.00
C 11.45 14.00 7.82  0.00
C 11.22 14.89 6.81  0.00
C 11.58 16.24 6.85  0.00
C 12.24 16.73 7.97  0.00
C 12.50 15.87 9.02  0.00
H 11.70 14.00 13.43  0.00
H 9.96 14.81 14.85  0.00
H 7.68 15.34 13.78  0.00
H 7.47 15.13 11.27  0.00
H 9.33 14.68 9.94  0.00
H 11.51 11.34 12.47  0.00
H 11.06 9.04 12.00  0.00
H 11.84 8.00 9.81  0.00
H 13.03 9.40 8.16  0.00
H 13.53 11.89 8.79  0.00
H 11.22 12.95 7.68  0.00
H 10.99 14.52 5.81  0.00
H 11.43 16.94 6.01  0.00
H 12.66 17.74 8.02  0.00
H 13.09 16.17 9.89  0.00
Br 17.93 15.50 20.38  0.00
C 16.45 14.34 20.23  0.00
C 16.58 13.04 20.76  0.00
C 15.46 12.29 21.02  0.00
C 14.19 12.81 20.67  0.00
C 14.05 13.98 19.93  0.00
C 15.20 14.73 19.67  0.00
I 15.13 16.42 18.52  0.00
H 17.57 12.66 21.00  0.00
H 15.51 11.38 21.58  0.00
H 13.29 12.38 21.13  0.00
H 13.07 14.26 19.54  0.00
O 15.90 12.64 15.12  0.00
S 15.35 11.84 14.04  0.00
O 13.91 11.68 13.84  0.00
N 16.02 12.45 12.64  0.00
C 16.96 11.71 11.93  0.00
O 17.59 12.11 10.97  0.01
C 17.05 10.40 12.67  0.00
C 18.02 9.42 12.41  0.00
C 18.02 8.25 13.18  0.00
C 17.19 8.13 14.25  0.00
C 16.32 9.18 14.64  0.00
C 16.23 10.31 13.82  0.00
H 18.76 9.63 11.67  0.00
H 18.73 7.44 12.97  0.00
H 17.22 7.21 14.83  0.00
H 15.70 9.11 15.54  0.00